## i
22
Properties=species:S:1:pos:R:3 method="wB97M-V/def2-TZVPD" gap_ha=0.356 spin_multiplicity=1 homo_energy_ev=-8.9 smiles=CCN(C)C.O.O
C -2.2052 0.2996 -0.1414
C -1.3029 -0.8136 -0.6447
N -0.0268 -0.8436 0.0757
C 0.7061 -2.0377 -0.3597
C 0.7736 0.3262 -0.2538
H -3.2235 0.1924 -0.5049
H -2.2237 0.2742 0.9457
H -1.9116 1.3072 -0.4297
H -1.1029 -0.7152 -1.7226
H -1.8100 -1.7611 -0.4719
H 0.9095 -2.0190 -1.4437
H 0.1447 -2.9466 -0.1369
H 1.6360 -2.1222 0.1690
H 0.9947 0.4194 -1.3221
H 0.2788 1.2244 0.0881
H 1.7152 0.2471 0.2932
O 0.7472 3.7473 -0.8570
H 1.2847 3.9456 -0.0769
H 1.3937 3.8468 -1.5675
O 1.4188 -0.9556 2.6198
H 1.2606 -0.6880 3.5412
H 0.5432 -0.9278 2.2002

## ii
22
Properties=species:S:1:pos:R:3 method="wB97M-V/def2-TZVPD" gap_ha=0.373 spin_multiplicity=1 homo_energy_ev=-9.6 smiles=CC(C)CN.O.O
C -0.1752 -1.4066 0.2396
C -0.4207 -0.1738 1.1172
C 0.8471 0.6050 1.4780
C -1.5248 0.6824 0.4801
N -2.8250 0.0195 0.6532
H 0.8019 -1.3334 -0.2757
H -0.9087 -1.5396 -0.5536
H -0.0536 -2.3555 0.7635
H -0.8909 -0.5352 2.0363
H 0.4849 1.5398 1.9205
H 1.4793 0.1133 2.2083
H 1.3630 0.9426 0.5774
H -1.2751 0.8477 -0.5763
H -1.4826 1.7362 0.7937
H -3.2315 0.4218 1.4903
H -3.4411 0.3704 -0.0714
O 2.7895 -0.5186 -1.6953
H 3.1083 -0.5092 -2.5987
H 2.7761 -1.4627 -1.5190
O 0.6441 1.0962 -2.3661
H 1.6143 1.0726 -2.2835
H 0.3206 0.3871 -1.8186

## iii
22
Properties=species:S:1:pos:R:3 method="wB97M-V/def2-TZVPD" gap_ha=0.382 spin_multiplicity=1 homo_energy_ev=-9.7 smiles=CC[C@@H](C)N.O.O
C -0.5134 1.9822 -0.2960
C 0.2146 0.9559 0.5736
C 1.0891 -0.0556 -0.1610
C 1.4514 -1.2102 0.7312
N 0.4563 -0.6145 -1.4048
H -1.3964 1.5543 -0.7459
H 0.1810 2.3943 -1.0257
H -0.8337 2.7879 0.3582
H 0.8640 1.4342 1.3149
H -0.5369 0.4042 1.1462
H 2.0247 0.3530 -0.5521
H 1.9867 -2.0055 0.2163
H 0.5461 -1.6797 1.1337
H 2.0682 -0.8565 1.5624
H -0.5281 -0.7705 -1.2124
H 0.5396 0.0465 -2.1690
O -3.4413 1.2451 2.8056
H -4.3277 0.8776 2.7019
H -3.5739 2.1176 2.4110
O 1.1168 -3.0494 -2.8300
H 1.7623 -3.5769 -2.3484
H 0.8505 -2.3339 -2.2097

Of them, the most stable is iii and the least stable is ii.

## i
22
Properties=species:S:1:pos:R:3 method="wB97M-V/def2-TZVPD" gap_ha=0.352 spin_multiplicity=1 homo_energy_ev=-9.0 smiles=CC(C)CN.O.O
C 0.3147 0.8476 -1.8444
C 0.9345 1.2821 -0.5290
C 0.0849 2.2619 0.2591
C 1.2916 0.0631 0.3778
N 2.2674 -0.8663 -0.1743
H -0.5145 0.1417 -1.7182
H 0.9837 0.5338 -2.6405
H -0.2468 1.6915 -2.2769
H 1.9463 1.6380 -0.7718
H 0.3487 2.2150 1.3161
H 0.0863 3.2428 -0.2064
H -0.9410 1.8661 0.3092
H 0.3743 -0.5101 0.5431
H 1.6892 0.4261 1.3182
H 3.0985 -0.3345 -0.4529
H 2.0078 -1.3469 -1.0253
O -2.7042 -0.7506 -0.2597
H -3.6325 -0.5729 -0.1077
H -2.3237 0.0708 -0.5308
O -1.2108 -2.3968 2.0783
H -2.1192 -2.4834 2.3073
H -1.2619 -2.2077 1.1337

## ii
22
Properties=species:S:1:pos:R:3 method="wB97M-V/def2-TZVPD" gap_ha=0.347 spin_multiplicity=1 homo_energy_ev=-8.6 smiles=CC[C@H](C)N.O.O
C 1.6878 -0.3318 1.2878
C 0.8384 0.9125 1.1194
C 0.0359 0.9571 -0.2155
C 0.3403 2.3385 -0.9090
N -1.3672 0.6439 -0.0768
H 1.0893 -1.1317 1.7304
H 1.9292 -0.6629 0.2785
H 2.5380 -0.1819 1.9478
H 1.4594 1.8145 1.1238
H 0.1244 1.1193 1.9231
H 0.4355 0.1853 -0.8814
H -0.1376 2.4010 -1.8853
H -0.0226 3.0497 -0.1699
H 1.4118 2.3615 -1.0872
H -1.6598 -0.2595 -0.4194
H -2.0217 1.4034 -0.0701
O -2.6220 -2.4390 -1.1004
H -1.7499 -2.8705 -1.2723
H -3.0102 -2.1111 -1.9261
O 0.0906 -2.5973 -0.0864
H 0.9991 -2.3770 0.0419
H -0.3888 -2.2241 0.6470

## iii
22
Properties=species:S:1:pos:R:3 method="wB97M-V/def2-TZVPD" gap_ha=0.325 spin_multiplicity=1 homo_energy_ev=-8.0 smiles=CNC(C)C.O.O
C 3.8859 -0.6737 -0.5071
N 2.7989 -0.2281 0.3160
C 2.2206 1.0297 0.4668
C 1.6793 1.3261 1.7886
C 0.9388 1.3107 -0.4373
H 3.4931 -0.8996 -1.5796
H 4.2174 -1.6382 -0.1397
H 4.6007 0.2097 -0.6215
H 2.6784 -0.8830 0.9980
H 2.9812 1.7219 0.1148
H 1.5863 2.3980 1.8212
H 2.2760 0.9511 2.5938
H 0.6848 0.7861 1.9705
H 0.2549 0.4553 -0.2800
H 1.0699 1.5574 -1.4448
H 0.6203 2.3454 -0.0755
O -5.3563 -4.5819 0.4339
H -4.4872 -4.8526 0.7259
H -5.4904 -3.8086 0.8584
O -4.4139 2.1209 -1.7908
H -3.6297 1.9467 -2.2721
H -4.6338 3.0393 -1.8924

Of them, the most stable is i and the least stable is iii.

## i
14
Properties=species:S:1:pos:R:3 method="wB97M-V/def2-TZVPD" gap_ha=0.328 spin_multiplicity=1 homo_energy_ev=-8.5 smiles="[H]/N=C1/NC(=C)N/C1=N/[H]"
H 0.6364 -2.2915 -1.4951
N 0.0372 -2.2591 -0.6872
C 0.0664 -1.0694 -0.2547
N -0.5661 -0.5780 0.8377
C -0.6335 0.7876 0.9459
C -1.3510 1.4179 1.9205
N 0.1751 1.1912 -0.1091
C 0.6863 0.1751 -0.8719
N 1.5731 0.3472 -1.7988
H 1.8374 -0.4982 -2.3284
H -1.0846 -1.2001 1.5270
H -1.1503 2.5015 2.0838
H -1.9079 0.6165 2.3805
H 0.5240 2.0955 -0.3054

## ii
14
Properties=species:S:1:pos:R:3 method="wB97M-V/def2-TZVPD" gap_ha=0.303 spin_multiplicity=1 homo_energy_ev=-7.4 smiles="[H]/N=C/c1cn[nH]c1N"
H -3.1525 -0.5866 -0.0392
N -2.1978 -0.2400 -0.0562
C -1.2981 -1.1570 -0.0108
C 0.0597 -0.8403 -0.0288
C 1.3369 -1.3557 -0.0179
N 2.3247 -0.4833 -0.0002
N 1.8105 0.7898 0.0099
C 0.5076 0.8900 -0.0181
N -0.4056 1.8400 -0.0691
H -1.5305 -2.2296 0.0528
H 1.6058 -2.3962 -0.0186
H 2.4945 1.5332 0.0510
H -1.3541 1.4428 -0.0412
H -0.2013 2.7930 0.1863

Of them, the most stable is i and the least stable is ii.